<a>
Molecular formula: C6H10NOS
Method: DFT, ωB97M-V/def2-TZVPD

Positions of all 19 atoms, in Å:
C1 -0.685 -1.732 2.331
C2 -1.986 -1.959 2.143
C3 -0.807 0.862 -0.241
C4 0.345 1.513 -0.399
C5 -1.021 -0.283 0.613
C6 0.777 2.489 -1.414
N1 -0.195 -0.730 1.531
O1 0.175 -2.161 -0.763
S1 -2.570 -1.160 0.730
H1 -0.073 -2.253 3.167
H2 -2.576 -2.577 2.736
H3 -1.745 1.054 -0.727
H4 1.179 0.919 0.221
H5 -0.084 3.007 -1.796
H6 1.352 3.257 -1.016
H7 1.433 2.016 -2.119
H8 0.761 -0.382 1.613
H9 -0.272 -2.812 -0.246
H10 0.714 -2.726 -1.424

* gap between HOMO and LUMO: 8.737 eV
* total charge: +1
* molar mass: 144.22 g mol⁻¹


<b>
Molecular formula: C6H10NOS
Method: DFT, ωB97M-V/def2-TZVPD

Positions of all 19 atoms, in Å:
C1 2.526 1.130 0.243
C2 3.916 1.195 0.077
C3 2.884 -0.947 -0.219
C4 -2.441 0.633 0.205
C5 -0.577 -1.388 1.001
C6 -0.652 -0.745 -0.342
N1 1.944 -0.094 0.045
O1 -1.513 0.093 -0.702
S1 4.498 -0.453 -0.160
H1 1.876 1.932 0.377
H2 4.724 1.801 0.491
H3 2.534 -2.049 -0.486
H4 -3.021 -0.037 0.860
H5 -1.918 1.338 0.812
H6 -3.137 1.103 -0.607
H7 0.407 -1.886 1.167
H8 -1.315 -2.214 1.003
H9 -0.648 -0.627 1.895
H10 0.207 -1.052 -0.926

* gap between HOMO and LUMO: 7.977 eV
* total charge: +1
* molar mass: 144.22 g mol⁻¹


Which structure is the least stable? The one labeled <b>.


<a>
Molecular formula: C7H16N
Method: DFT, ωB97M-V/def2-TZVPD

Positions of all 24 atoms, in Å:
C1 2.118 -0.332 -1.830
C2 1.344 0.160 -0.667
C3 0.386 -0.897 -0.114
C4 -0.830 -0.268 0.573
C5 -1.301 -0.824 1.650
C6 -1.609 0.629 -0.212
C7 -3.019 0.898 0.359
N1 2.375 0.450 0.396
H1 2.674 0.385 -2.283
H2 2.885 -1.062 -1.472
H3 1.509 -0.803 -2.559
H4 0.856 1.216 -0.887
H5 -0.006 -1.406 -1.021
H6 0.863 -1.683 0.633
H7 -2.239 -0.465 2.191
H8 -0.972 -1.647 2.201
H9 -1.064 1.626 -0.452
H10 -1.663 0.362 -1.276
H11 -3.696 1.344 -0.317
H12 -3.531 -0.061 0.587
H13 -2.864 1.307 1.385
H14 2.832 1.368 0.196
H15 3.137 -0.274 0.334
H16 2.110 0.451 1.414

* gap between HOMO and LUMO: 9.445 eV
* total charge: +1
* SMILES: C=C(CC)C[C@H](C)[NH3+]
* molar mass: 114.21 g mol⁻¹


<b>
Molecular formula: C7H16N
Method: DFT, ωB97M-V/def2-TZVPD

Positions of all 24 atoms, in Å:
C1 -1.894 -0.734 -1.783
C2 -1.073 -0.503 -0.545
C3 -0.006 0.600 -0.841
C4 0.862 1.003 0.332
C5 0.391 1.922 1.182
C6 2.256 0.360 0.444
C7 2.006 -1.140 0.724
N1 -1.799 -0.220 0.762
H1 -2.654 -1.506 -1.718
H2 -2.491 0.101 -2.152
H3 -1.389 -1.162 -2.672
H4 -0.553 -1.470 -0.372
H5 0.525 0.171 -1.688
H6 -0.461 1.484 -1.226
H7 0.978 2.295 2.039
H8 -0.603 2.389 1.211
H9 2.856 0.443 -0.460
H10 2.982 0.876 1.075
H11 2.590 -1.423 1.680
H12 0.972 -1.480 0.924
H13 2.312 -1.667 -0.168
H14 -1.848 -1.026 1.385
H15 -2.733 0.174 0.641
H16 -1.225 0.514 1.228

* gap between HOMO and LUMO: 10.256 eV
* total charge: +1
* SMILES: C=C(CC)C[C@H](C)[NH3+]
* molar mass: 114.21 g mol⁻¹


Which structure is the least stable? The one labeled <a>.


<a>
Molecular formula: C3H6F2S
Method: DFT, ωB97M-V/def2-TZVPD

Positions of all 12 atoms, in Å:
C1 -0.551 0.917 -0.151
C2 -2.416 -0.722 -0.011
C3 -1.178 -0.325 0.237
F1 -3.276 0.031 -0.675
F2 -0.457 -1.304 0.952
S1 3.910 -0.120 -0.471
H1 -1.235 1.344 -0.859
H2 -0.377 1.737 0.712
H3 0.517 0.853 -0.611
H4 -2.973 -1.563 0.171
H5 4.996 -0.207 0.493
H6 3.040 -0.642 0.213

* gap between HOMO and LUMO: 10.269 eV
* total charge: 0
* SMILES: C/C(F)=C\F.S
* molar mass: 112.14 g mol⁻¹


<b>
Molecular formula: C3H6F2S
Method: DFT, ωB97M-V/def2-TZVPD

Positions of all 12 atoms, in Å:
C1 -0.509 -1.251 0.238
C2 -0.887 1.203 -0.141
C3 0.026 0.097 0.135
F1 3.214 -1.375 -0.381
F2 1.651 1.911 -0.169
S1 1.696 0.236 0.015
H1 -1.195 -1.759 -0.627
H2 0.189 -2.051 0.390
H3 -1.129 -1.420 1.206
H4 -0.491 2.117 0.489
H5 -0.660 1.400 -1.192
H6 -1.904 0.892 0.036

* gap between HOMO and LUMO (alpha / beta): 7.688 / 7.689 eV
* total charge: 0
* molar mass: 112.14 g mol⁻¹


Which structure is the least stable? The one labeled <b>.


<a>
Molecular formula: CH2ClP
Method: DFT, ωB97M-V/def2-TZVPD

Positions of all 5 atoms, in Å:
C1 -0.036 -1.483 1.464
P1 1.474 -1.238 1.240
Cl1 0.062 1.911 -2.692
H1 -1.069 -1.630 1.621
H2 -0.430 2.439 -1.632

* gap between HOMO and LUMO: 10.793 eV
* total charge: 0
* SMILES: C#P.Cl
* molar mass: 80.45 g mol⁻¹


<b>
Molecular formula: CH2ClP
Method: DFT, ωB97M-V/def2-TZVPD

Positions of all 5 atoms, in Å:
C1 -0.146 0.440 -1.705
P1 -1.597 0.312 -2.103
Cl1 0.004 -0.906 2.761
H1 0.709 0.519 -1.197
H2 1.031 -0.365 2.245

* gap between HOMO and LUMO: 10.923 eV
* total charge: 0
* SMILES: C#P.Cl
* molar mass: 80.45 g mol⁻¹


Which structure is the least stable? The one labeled <b>.